This record from OMol25 describes an isolated ion of composition C11H13N2S and charge +1. The level of theory is the ωB97M-V functional and the def2-TZVPD basis.

Last column: Löwdin charge in e.
Element x y z (Å)
C -1.6911 1.3305 -2.7938  -0.0245
C -2.6416 0.3754 -2.2439  0.0077
C -0.5195 1.5150 -2.1236  0.0043
C -2.4302 -0.1471 -0.9764  0.0262
C -0.1547 0.6984 -0.9869  -0.0882
C -1.1487 -0.0623 -0.3260  -0.1440
C 0.2716 -0.3593 1.4640  -0.0302
C 1.1420 0.8828 -0.5193  -0.2183
C 1.3505 0.1797 0.7655  -0.3925
C -2.0367 -1.0496 1.7532  0.0406
C 3.3341 -1.5304 2.0924  -0.3477
N -0.9459 -0.4636 0.9082  -0.0686
N 2.1821 1.6330 -0.9672  0.1888
S 2.9705 0.1807 1.5319  0.9060
H -1.9091 1.7919 -3.6846  0.0867
H -3.5164 0.1978 -2.7513  0.0900
H 0.3033 2.1802 -2.6335  0.1544
H -3.2051 -0.7989 -0.7332  0.0963
H 0.1651 -0.5050 2.5112  0.1270
H -1.6680 -1.0364 2.8459  0.1317
H -2.8289 -0.3957 1.6562  0.0628
H -2.4372 -2.0666 1.4219  0.1358
H 2.7798 -1.9788 2.8836  0.0259
H 4.4415 -1.7270 2.2888  0.0817
H 3.0917 -1.9670 1.1282  0.0206
H 2.1342 1.7478 -1.9850  0.1304
H 2.9669 1.3744 -0.5260  -0.0029

As for the total energy: -934.38564 Ha. The value obtained for the energy relative to the best compared isomer or geometry (same formula, charge and spin) is 56.8 kJ/mol. The SMILES is CSc1cn(C)c2ccccc2c1=[NH2+]. As for the multiplicity: 1. As for the net charge: +1. As for the LUMO energy: -4.1 eV.

---

This record from OMol25 describes a 3-piece molecular cluster, C4H9N3O2 overall. The level of theory is the ωB97M-V functional and the def2-TZVPD basis.

Last column: Löwdin charge in e.
Element x y z (Å)
C 2.6680 0.5858 -0.7209  -0.2722
C 0.2671 -1.7805 0.4225  -0.0593
N -0.1533 -0.5035 -0.1123  0.0594
C -0.1401 0.6310 0.4266  -0.3048
C -2.2752 -0.4736 -0.0529  -0.2963
N -2.9291 0.6771 -0.0339  0.1729
O 1.8835 0.4419 0.4129  -0.3170
N -0.4871 1.8124 0.5692  0.1534
O -2.6928 -1.5918 -0.0926  0.1055
H -2.4044 1.5331 0.1337  0.0726
H -3.9425 0.6842 -0.0386  0.1349
H 0.3093 2.4465 0.6116  0.0996
H 2.9239 -0.3901 -1.1728  0.0557
H 3.6329 1.0490 -0.4469  0.0645
H 2.2128 1.2093 -1.5095  0.0640
H -0.5449 -2.5021 0.3012  0.0779
H 0.5533 -1.7155 1.4721  0.0983
H 1.1189 -2.1131 -0.1693  0.0909

As for the total energy: -472.39043 Ha. The value obtained for the energy relative to the best compared isomer or geometry (same formula, charge and spin) is 533.5 kJ/mol. As for the multiplicity: 1. As for the net charge: 0. As for the LUMO energy (alpha / beta): -0.6 / -0.6 eV.

---

This record from OMol25 describes an isolated ion of composition CH3ClNO2S and charge -1. The level of theory is the ωB97M-V functional and the def2-TZVPD basis.

Last column: Löwdin charge in e.
Element x y z (Å)
C -0.0848 0.2443 -0.1824  -0.3688
N -1.3016 0.6322 0.4215  -0.3496
O -3.5905 1.4067 0.6408  -0.5883
O 1.1692 0.2016 0.6870  -0.1549
S -2.6809 0.7923 -0.2999  0.5570
Cl -3.8343 -1.4283 -0.3727  -0.3671
H -0.2009 -0.7909 -0.4471  0.0969
H 0.1544 1.0605 -0.8968  0.1021
H 1.1143 0.9366 1.3593  0.0728

As for the total energy: -1103.54665 Ha. The value obtained for the energy relative to the best compared isomer or geometry (same formula, charge and spin) is 78.2 kJ/mol. As for the multiplicity: 1. As for the net charge: -1. As for the LUMO energy: 3.7 eV.

---

This record from OMol25 describes FNO4S in the gas phase. The level of theory is the ωB97M-V functional and the def2-TZVPD basis.

Last column: Löwdin charge in e.
Element x y z (Å)
N -1.0930 -0.5529 0.5554  -0.4266
O -1.2660 -0.8573 1.6466  0.2069
O -1.8501 -0.0678 -0.2259  0.1443
O 1.8727 0.9324 0.3446  -0.3497
O 0.2016 -0.7890 -0.0564  -0.2853
F 0.6550 1.2529 -1.5910  -0.3203
S 1.4798 0.0816 -0.6733  1.0308

As for the total energy: -853.58771 Ha. The value obtained for the energy relative to the best compared isomer or geometry (same formula, charge and spin) is 185.4 kJ/mol. As for the multiplicity: 1. As for the net charge: 0. As for the LUMO energy: -0.6 eV.

---

This record from OMol25 describes a 3-piece molecular cluster, C4H15NO3 overall. The level of theory is the ωB97M-V functional and the def2-TZVPD basis.

Last column: Löwdin charge in e.
Element x y z (Å)
C 0.8068 -0.2478 -2.2409  -0.1444
N -0.0272 -1.4318 -1.9093  -0.1047
C -1.4115 -0.8566 -1.4163  -0.1947
C -1.4005 -0.8765 0.1296  -0.1707
C -0.5712 0.1969 0.8620  -0.3703
O -1.2392 1.3388 1.1536  -0.0850
H 1.8211 -0.4557 -2.1268  0.0525
H 0.4806 0.0169 -3.2741  0.0825
H 0.4064 0.6607 -1.7769  0.0565
H 0.3200 -1.9580 -1.1248  0.0607
H -1.6636 0.0368 -1.9415  0.0833
H -2.1348 -1.6164 -1.8798  0.1149
H -2.3355 -0.9168 0.8422  0.1430
H -0.8806 -1.8660 0.4244  0.1200
H 0.4324 0.3428 0.4538  0.0703
H -0.2772 -0.2560 1.8848  0.1395
H -1.2540 2.0575 0.4986  0.1178
H -0.2693 2.2454 2.9170  0.0715
H 0.8606 2.1676 1.7502  -0.0024
O 0.6564 2.0524 2.6474  -0.0536
H 2.1055 0.1252 1.9254  -0.0156
H 3.2231 -0.5538 1.0889  0.0361
O 2.3515 -0.2054 1.1124  -0.0069

As for the total energy: -441.77845 Ha. The value obtained for the energy relative to the best compared isomer or geometry (same formula, charge and spin) is 271.5 kJ/mol. The SMILES is CNCCCO.O.O. As for the multiplicity: 1. As for the net charge: 0. As for the LUMO energy: 0.5 eV.

---

This record from OMol25 describes C53H46HfN6O9SSiTe as an isolated structure. The level of theory is the ωB97M-V functional and the def2-TZVPD basis.

Last column: Löwdin charge in e.
Element x y z (Å)
Hf -0.2577 -0.2978 -0.2469  1.5889
O 3.6452 -0.0116 -0.6472  0.1043
C 2.6950 -0.5897 -0.1614  -0.5421
O 1.6568 0.0112 0.3429  -0.1686
C 2.6848 -2.0939 -0.0731  -0.0229
C 3.8769 -2.7763 -0.0180  0.0916
C 3.8955 -4.1691 0.0915  -0.1326
C 2.7074 -4.8853 0.0908  0.0973
C 1.5046 -4.2089 0.0311  -0.0511
C 1.4407 -2.7842 -0.0450  -0.2299
O 0.3150 -2.1775 -0.1463  -0.2836
N 0.2918 -4.9720 0.0674  -0.3377
O -0.6911 -4.4637 0.5731  0.0790
O 0.3231 -6.0966 -0.3853  0.0959
N 5.1423 -4.8613 0.2326  -0.3693
O 5.1061 -6.0655 0.3870  0.0786
O 6.1590 -4.1994 0.2032  0.0835
H 4.8031 -2.2218 -0.0586  0.1374
H 2.7099 -5.9651 0.1578  0.1363
C 1.0530 -2.3441 -6.9967  -0.1768
Si -0.3059 -1.6365 -5.8556  0.5748
C -1.4103 -3.0870 -5.3360  -0.2151
C -1.3487 -0.3362 -6.7970  -0.1718
C 0.5725 -0.6325 -4.4840  -0.2335
C 1.6238 0.2087 -4.7984  -0.0627
C 2.2098 1.0286 -3.8335  -0.0528
C 1.7003 1.0091 -2.5544  -0.1178
N 0.6989 0.1944 -2.2042  -0.0786
C 0.1600 -0.6300 -3.1380  -0.6770
S -1.0429 -1.6589 -2.4986  0.7387
H 0.6150 -2.9615 -7.7745  0.0243
H 1.7508 -2.9679 -6.4463  0.0305
H 1.6209 -1.5629 -7.4904  0.0169
H -1.6742 -3.6874 -6.2005  0.0301
H -2.3290 -2.7376 -4.8754  -0.0384
H -0.9112 -3.7325 -4.6232  0.0166
H -1.8610 -0.7838 -7.6427  0.0247
H -0.7268 0.4689 -7.1775  0.0213
H -2.1084 0.0986 -6.1502  -0.0181
H 2.0119 0.2230 -5.8066  0.1053
H 3.0352 1.6783 -4.0729  0.1102
H 2.1041 1.6422 -1.7747  0.1230
C -4.5014 5.3451 1.4435  -0.0439
C -3.4171 4.3806 1.0753  -0.2558
C -2.2206 4.7952 0.4979  0.0467
C -1.2752 3.8902 0.0449  -0.0788
C 0.0397 4.3980 -0.4506  -0.3085
O 0.7828 4.9788 0.3171  0.1086
C 0.3763 4.1846 -1.8711  -0.1466
C -0.4886 3.5483 -2.7600  -0.0134
C -0.1303 3.4157 -4.0883  -0.0669
C 1.0872 3.9063 -4.5378  -0.0864
C 1.9535 4.5364 -3.6564  -0.0733
C 1.5974 4.6783 -2.3312  -0.0088
C -1.4942 2.5003 0.1467  -0.2728
O -0.6483 1.6329 -0.3672  -0.2233
C -2.6468 2.1005 0.8768  -0.1157
C -3.5828 3.0279 1.3149  0.0243
C -2.7084 0.6792 1.1907  -0.1949
N -2.5430 -0.2107 0.2495  -0.0160
C -3.0205 0.1982 -1.0676  -0.4142
C -3.8825 -0.9213 -1.6004  -0.5179
Te -4.1951 -0.5383 -3.6892  1.3026
C -5.5794 1.0281 -3.1297  -0.5271
C -6.9090 0.7230 -2.8768  -0.1495
C -7.7849 1.7079 -2.4518  -0.0894
C -7.3378 3.0056 -2.2678  -0.0917
C -6.0088 3.3131 -2.5053  -0.0896
C -5.1354 2.3287 -2.9376  -0.1556
C -2.9520 0.2945 2.5781  -0.1653
C -2.6427 1.1490 3.6394  -0.0184
C -2.9825 0.7965 4.9313  -0.0605
C -3.6429 -0.3969 5.1778  -0.0630
C -3.9388 -1.2585 4.1326  -0.0654
C -3.5911 -0.9191 2.8408  -0.0222
H -4.2449 6.3547 1.1360  0.0766
H -4.6631 5.3401 2.5201  0.0828
H -5.4333 5.0484 0.9615  0.0792
H -2.0187 5.8512 0.3788  0.1321
H -1.4364 3.1610 -2.4130  0.1114
H -0.8106 2.9416 -4.7816  0.1089
H 1.3542 3.8030 -5.5791  0.1092
H 2.9036 4.9235 -3.9933  0.1074
H 2.2398 5.1841 -1.6253  0.1205
H -4.4730 2.6612 1.8073  0.1385
H -2.1866 0.3948 -1.7567  0.0280
H -3.6305 1.1090 -1.0013  0.1129
H -4.8335 -0.9567 -1.0750  0.0627
H -3.3892 -1.8812 -1.5037  0.0103
H -7.2590 -0.2905 -3.0191  0.0904
H -8.8216 1.4644 -2.2684  0.1027
H -8.0256 3.7732 -1.9419  0.1014
H -5.6518 4.3231 -2.3613  0.1023
H -4.1009 2.5788 -3.1317  0.0862
H -2.1065 2.0665 3.4496  0.1241
H -2.7233 1.4506 5.7505  0.1113
H -3.9137 -0.6571 6.1885  0.1069
H -4.4495 -2.1902 4.3200  0.1098
H -3.8163 -1.5766 2.0154  0.1213
N 0.6067 1.9640 2.1033  0.1558
C 0.5598 1.2583 3.2734  -0.2446
C 0.8648 1.8698 4.4810  -0.0205
C 0.7291 1.2100 5.6999  -0.0766
C 0.3113 -0.0936 5.7373  -0.0549
C -0.0134 -0.7606 4.5436  -0.1555
C -0.4528 -2.0994 4.5518  0.0168
C -0.8890 -2.6611 3.3873  -0.0191
C -0.8772 -1.8905 2.2197  -0.1504
N -0.3644 -0.6736 2.1367  0.0461
C 0.0767 -0.0889 3.2870  -0.1372
H 0.9113 1.4558 1.2795  0.0483
H 1.0095 2.8879 2.1817  0.1118
H 1.2080 2.8946 4.4660  0.1145
H 0.9642 1.7313 6.6170  0.1077
H 0.2074 -0.6153 6.6759  0.1108
H -0.4679 -2.6531 5.4781  0.1246
H -1.2507 -3.6736 3.3315  0.1167
H -1.3213 -2.3141 1.3262  0.0929

As for the total energy: -4056.77552 Ha. The value obtained for the energy relative to the best compared isomer or geometry (same formula, charge and spin) is 0.0 kJ/mol. As for the multiplicity: 1. As for the net charge: 0. As for the LUMO energy: -1.3 eV.